[1]
Entry from the OMol25 dataset: a molecular structure, C5H3NO2 (the ωB97M-V functional and the def2-TZVPD basis).

The calculation puts the LUMO energy at -1.777 eV. The relative energy (zero: lowest compared OMol25 entry of this formula, charge and spin) is 128.8 kcal/mol. As for the HOMO energy: -10.3 eV. The energy comes out at -10811.82979 eV. The value obtained for the frontier orbital gap is 8.544 eV.

XYZ file:
```
11
Properties=species:S:1:pos:R:3:forces:R:3:nbo_charge:R:1
C -0.03228 -0.55642 -0.15980 -0.591 -6.492 1.611 -0.031
O -0.04835 -1.00025 -2.44049 -2.764 -5.552 6.696 -0.552
C 0.59436 0.44826 1.72407 -1.860 -2.727 -1.403 0.011
N 0.27237 -0.74950 1.34471 0.511 1.276 -1.890 -0.334
H -1.24462 -2.74696 -1.03390 2.908 3.848 -0.699 0.213
C 0.30046 1.43130 0.61571 2.036 4.072 0.532 0.470
O 0.52519 2.63404 0.82743 -1.149 -2.713 -1.294 -0.450
H -0.73709 0.89998 -1.76746 2.998 -0.492 4.117 0.318
H 0.84635 0.60030 2.75573 0.266 0.601 0.151 0.224
C -0.42001 -1.56735 -1.21656 0.473 1.232 -5.925 0.358
C -0.05638 0.60657 -0.64944 -2.829 6.946 -1.896 -0.228
```
Forces are in eV/Å.

[2]
Entry from the OMol25 dataset: C5H3NO2 in the gas phase (the ωB97M-V functional and the def2-TZVPD basis).

The calculation puts the LUMO energy at 0.523 eV. The relative energy (zero: lowest compared OMol25 entry of this formula, charge and spin) is 51.3 kcal/mol. As for the HOMO energy: -8.2 eV. The energy comes out at -10815.18783 eV. The value obtained for the frontier orbital gap is 8.731 eV.

XYZ file:
```
11
Properties=species:S:1:pos:R:3:forces:R:3:nbo_charge:R:1
C -0.79516 -1.57018 -0.00632 -0.249 -0.487 0.056 0.672
C -1.03128 1.82179 0.01517 -1.096 0.444 -0.172 0.750
O -2.18208 1.93028 -0.05801 0.344 -0.104 0.082 -0.420
C 0.26794 1.71991 0.06638 0.957 0.132 0.059 -0.578
H 2.05085 0.47977 0.06671 -0.009 -0.089 -0.012 0.230
C 0.31859 -0.70558 0.07946 0.788 0.562 -0.028 0.025
H 1.01850 -2.76946 -0.37968 0.034 -0.078 -0.324 0.402
N 0.46269 -2.12260 0.15505 0.047 -0.097 0.425 -0.606
C 0.97004 0.44687 0.06238 -0.252 -0.454 0.054 -0.233
O -1.93763 -1.84975 -0.14521 -0.348 -0.052 -0.126 -0.514
H 0.85754 2.61894 0.14408 -0.215 0.225 -0.014 0.272
```
Forces are in eV/Å.

[3]
Entry from the OMol25 dataset: C5H3NO2 in the gas phase (the ωB97M-V functional and the def2-TZVPD basis).

The calculation puts the LUMO energy at -2.340 eV. The relative energy (zero: lowest compared OMol25 entry of this formula, charge and spin) is 243.4 kcal/mol. As for the HOMO energy: -10.3 eV. The energy comes out at -10806.86133 eV. The value obtained for the frontier orbital gap is 7.959 eV.

XYZ file:
```
11
Properties=species:S:1:pos:R:3:forces:R:3:nbo_charge:R:1
O -0.95777 2.10348 0.50450 1.549 -6.735 -1.204 -0.440
H 2.79944 -1.99591 -1.25200 1.171 -0.753 -0.371 0.238
C 0.77219 -1.07826 -0.59736 7.901 -1.720 -5.001 -0.089
C -0.51794 0.85632 0.62217 -0.877 5.006 -0.520 0.373
H -0.71193 -1.26722 0.20872 -2.513 0.576 0.219 0.260
C -0.49297 -0.36768 -0.40997 -1.005 1.531 1.479 -0.038
O -1.39598 -0.05139 -1.46315 0.320 1.428 -0.529 -0.701
C 1.83476 -1.65961 -1.08863 -7.907 4.311 3.873 -0.137
N 0.13562 1.72930 3.23944 -0.494 -8.883 -10.863 -0.138
C 0.04815 0.76387 1.95564 0.812 8.356 11.408 0.152
H -1.51356 0.96710 -1.71937 1.042 -3.116 1.510 0.520
```
Forces are in eV/Å.

[4]
Entry from the OMol25 dataset: 2 unconnected molecules or ions with the total composition C5H4 (the ωB97M-V functional and the def2-TZVPD basis).

The calculation puts the LUMO energy at 0.420 eV. The relative energy (zero: lowest compared OMol25 entry of this formula, charge and spin) is 124.6 kcal/mol. As for the HOMO energy: -9.7 eV. The energy comes out at -5240.79180 eV. The value obtained for the frontier orbital gap is 10.079 eV.

XYZ file:
```
9
Properties=species:S:1:pos:R:3:forces:R:3:nbo_charge:R:1
H 0.33584 -2.57392 0.60429 -0.863 4.981 -1.790 0.260
C 0.83462 0.06373 0.91352 2.639 0.548 1.074 -0.333
C -0.60768 0.12943 0.64724 1.552 -0.835 -0.258 0.006
H 1.76889 0.30057 1.52223 -2.088 -0.478 -0.572 0.270
H -0.82804 1.93661 -0.79919 0.630 -2.359 0.432 0.231
C -0.68009 0.77491 -0.66122 -1.522 3.515 -2.371 -0.396
C 0.67023 0.08874 -0.55212 -1.300 -0.139 0.914 -0.004
C 0.13425 -1.07318 0.17870 1.581 -5.579 2.868 -0.257
H -1.26148 0.18058 -1.34838 -0.629 0.346 -0.296 0.222
```
Forces are in eV/Å.

[5]
Entry from the OMol25 dataset: a molecular structure, C5H4 (the ωB97M-V functional and the def2-TZVPD basis).

The calculation puts the LUMO energy at 0.497 eV. The relative energy (zero: lowest compared OMol25 entry of this formula, charge and spin) is 103.8 kcal/mol. As for the HOMO energy: -8.4 eV. The energy comes out at -5241.69291 eV. The value obtained for the frontier orbital gap is 8.868 eV.

XYZ file:
```
9
Properties=species:S:1:pos:R:3:forces:R:3:nbo_charge:R:1
C 1.06001 0.87801 -0.03779 2.314 1.059 -0.800 -0.306
C -1.41644 0.61671 0.99320 2.461 1.359 -1.460 -0.165
H 1.29345 -1.08603 -1.08827 1.295 -1.972 -1.384 0.215
C -0.21483 0.93880 0.49487 -4.296 -1.213 2.709 0.046
C -1.11497 -0.61495 0.22561 1.625 2.924 -1.859 -0.285
H -1.07425 -1.47042 0.77913 0.715 -2.393 1.248 0.211
C 0.88233 -0.25828 -0.67525 -2.064 1.623 2.799 -0.173
H -1.27968 -0.66009 -0.82137 -1.183 -0.277 -0.726 0.217
H 1.86439 1.65625 0.12988 -0.869 -1.110 -0.526 0.239
```
Forces are in eV/Å.

[6]
Entry from the OMol25 dataset: 2 unconnected molecules or ions with the total composition C5H4 (the ωB97M-V functional and the def2-TZVPD basis).

The calculation puts the LUMO energy (alpha / beta) at -1.367 / -2.315 eV. The relative energy (zero: lowest compared OMol25 entry of this formula, charge and spin) is 131.4 kcal/mol. As for the HOMO energy (alpha / beta): -10.3 / -8.8 eV. The energy comes out at -5240.49740 eV. The value obtained for the frontier orbital gap (alpha / beta) is 8.892 / 6.518 eV.

XYZ file:
```
9
Properties=species:S:1:pos:R:3:forces:R:3:nbo_charge:R:1
C 0.10708 -1.38110 2.51685 -0.075 0.645 -3.071 -0.454
H -0.51645 -1.05178 -1.18825 -2.603 -2.794 0.518 0.216
H 1.02890 -0.69647 -1.95898 2.716 -0.877 -1.549 0.209
H -0.86736 3.01092 -0.84229 0.014 0.137 0.212 0.241
C -0.48277 2.02254 -0.86453 1.012 -2.518 -0.630 -0.126
C 0.18217 -1.02024 1.35734 -0.113 -0.326 -0.535 0.022
C -0.06290 0.87084 -1.07061 -0.896 2.861 -0.102 -0.081
C 0.21810 -0.42127 -1.43141 -0.437 3.127 2.342 -0.245
H 0.39322 -1.33344 3.48188 0.381 -0.254 2.815 0.217
```
Forces are in eV/Å.